Computed, not measured: C15H16 in the gas phase, with ωB97M-V/def2-TZVPD.

Values from the calculation:
Orbital gap: 9.1549 eV
Net charge: 0
Energy above the lowest of the compared OMol25 structures with the same formula, charge and spin: 169.5 kJ/mol
Highest occupied orbital energy: -8.3 eV

Last column: Löwdin charge in e.
Geometry (Å):
C: -3.19514 1.70716 -0.22027  -0.0758
C: 2.01573 -0.94336 0.46283  -0.1583
C: -3.67324 0.88737 2.01410  -0.0819
C: -4.10925 1.36112 0.79635  -0.1008
C: 2.15493 -0.29432 -1.93764  -0.1906
C: 2.91171 -0.95865 -0.78615  -0.1645
C: 0.60546 -0.45242 0.45819  -0.2118
C: 0.87288 -1.87914 0.22901  -0.1022
C: -2.29178 0.67859 2.16562  -0.0243
C: 0.63757 1.29238 2.23435  0.1072
C: 0.16460 -1.15905 -0.85771  -0.1515
C: -1.88196 1.34358 -0.12811  -0.0307
C: 0.00570 0.48809 1.38373  -0.2141
C: -1.39008 0.80072 1.08126  -0.1726
C: 0.83899 -1.00321 -2.21113  -0.1541
H: 3.90388 -0.44197 -0.51540  0.1293
H: -3.52000 2.04086 -1.22503  0.1138
H: 0.13384 -0.53077 -2.81168  0.0860
H: 0.88483 -2.05395 -2.46822  0.1184
H: 2.64800 -0.95501 1.27828  0.1127
H: 1.89342 0.65598 -1.55353  0.1017
H: -4.32862 0.65907 2.89172  0.1188
H: 2.78734 -0.42636 -2.89944  0.1406
H: 1.59784 1.12370 2.40289  0.0117
H: -1.24243 1.45945 -0.88066  0.0718
H: -2.00719 0.32879 3.05822  0.0673
H: 0.07755 2.10190 2.77412  0.1042
H: -5.19085 1.50980 0.73104  0.1004
H: 0.58314 -2.82147 0.82097  0.1664
H: -0.93340 -1.39762 -0.68479  0.1646
H: 3.13741 -1.95859 -1.21594  0.1187


Computed, not measured: a molecular structure, C15H16AsBCrF6NO2, with ωB97M-V/def2-TZVPD.

Values from the calculation:
Orbital gap (alpha / beta): 7.1959 / 9.3814 eV
Net charge: 0
Energy above the lowest of the compared OMol25 structures with the same formula, charge and spin: 142.0 kJ/mol
Expectation value of S²: 8.7539
Highest occupied orbital energy (alpha / beta): -7.2 / -9.4 eV
2S+1: 6

Last column: Löwdin charge in e.
Geometry (Å):
As: -0.42820 3.64570 -2.08785  0.7456
Cr: -0.48736 0.92175 -0.51387  0.6633
F: 0.77033 3.46799 -3.30488  -0.2202
F: -1.58855 3.61419 -0.79565  -0.2423
F: 0.17677 5.16136 -1.59304  -0.2067
F: -1.01236 1.99545 -2.49485  -0.2933
F: -1.55310 4.31626 -3.18226  -0.2082
F: 0.67966 2.80421 -0.95251  -0.2912
O: 0.76535 -1.31809 1.60453  0.1636
O: -0.45517 0.57041 2.01846  0.1589
N: 0.78735 -0.76238 -1.54139  -0.2947
C: 2.64596 -0.77549 3.12189  0.0157
C: -2.82242 -1.08685 0.96860  -0.0193
C: 1.52456 -0.08725 -2.61851  -0.0658
C: 0.70453 0.61102 2.75970  -0.1831
C: -0.42919 -1.38251 -2.04539  -0.1703
C: 1.65306 -1.79022 -0.95529  -0.0619
C: 1.14238 1.58802 3.62335  0.0237
C: 2.36640 1.35751 4.24663  -0.0768
C: -1.53750 -1.58959 -1.01563  -0.1488
C: -1.56280 -1.10367 0.32071  -0.0663
C: -3.89617 -2.15212 -0.87250  -0.0582
C: 3.10074 0.20264 4.00341  -0.0789
C: -2.70075 -2.13105 -1.55998  -0.0349
C: 1.43699 -0.53141 2.51325  -0.1809
C: -3.96818 -1.59650 0.39317  -0.0623
B: -0.39482 -0.63008 1.26665  -0.5762
H: 2.40994 0.38737 -2.19839  0.1034
H: 1.09221 -2.41557 -0.26878  0.0928
H: 4.04740 0.05954 4.50640  0.1046
H: 3.20691 -1.67769 2.92229  0.1229
H: 1.84325 -0.80177 -3.38901  0.0987
H: -2.66823 -2.50541 -2.57704  0.1232
H: -4.77742 -2.57515 -1.33731  0.1112
H: -0.84540 -0.71258 -2.80473  0.1319
H: -2.87150 -0.69282 1.97510  0.1216
H: 2.06710 -2.42129 -1.75260  0.1003
H: -0.21872 -2.32936 -2.56554  0.1416
H: 2.46980 -1.32845 -0.40422  0.1016
H: -4.90399 -1.57039 0.93476  0.1108
H: 2.75414 2.09759 4.93328  0.1055
H: 0.56726 2.48560 3.80176  0.1269
H: 0.90975 0.68106 -3.08274  0.0728


Computed, not measured: a molecular structure, C15H16AsCrF3NO7S3, with ωB97M-V/def2-TZVPD.

Values from the calculation:
Orbital gap (alpha / beta): 6.6448 / 7.2907 eV
Net charge: -1
Energy above the lowest of the compared OMol25 structures with the same formula, charge and spin: 357.1 kJ/mol
Expectation value of S²: 6.0142
Highest occupied orbital energy (alpha / beta): -4.1 / -4.7 eV
2S+1: 5

Last column: Löwdin charge in e.
Geometry (Å):
As: -1.72807 1.09660 2.55226  1.0109
Cr: -0.07625 -0.42756 0.08623  0.6575
S: -2.16041 -2.93097 -1.16938  0.6595
S: 2.09981 -1.40321 1.83013  0.9392
S: 1.65488 1.79316 0.78442  0.4746
F: -0.31042 -6.77491 0.51182  0.1038
F: -1.24205 -6.12582 -1.31410  0.1238
F: -2.16303 -5.68591 0.59286  0.1250
O: 2.69001 -1.47023 3.17387  -0.4266
O: -1.69095 0.43198 1.02881  -0.5434
O: 0.77100 1.47194 -0.35878  -0.3741
O: -0.55472 -2.27263 0.80320  -0.2265
O: 1.10709 1.22014 2.01874  -0.4249
O: 1.98183 3.19376 0.89645  -0.3027
O: 2.45214 -2.90176 1.26004  -0.3182
N: 1.25930 -1.32544 -0.96703  -0.0522
C: -3.58804 1.16557 3.02164  -0.2129
C: 4.20280 1.58375 -0.11751  -0.0543
C: -0.99082 -5.74583 -0.05268  -0.6110
C: -0.21417 -4.44429 0.03635  -0.1152
C: 5.40692 0.94920 -0.37580  -0.0785
C: 5.58776 -0.37081 0.01245  -0.0742
C: -0.97751 -3.13607 -0.01151  -0.9227
C: 3.35325 -0.43470 0.90233  -0.2845
C: -1.19186 2.93134 2.64573  -0.1860
C: 3.17608 0.89771 0.51736  -0.2387
C: -0.91031 0.02888 3.91456  -0.1774
C: 4.56804 -1.05479 0.65360  -0.0672
C: 1.11559 -4.52988 0.00849  0.0517
C: 2.17022 -3.42582 -0.04651  -0.3026
C: 1.83789 -2.40404 -1.15498  -0.2680
H: 4.04156 2.61853 -0.38911  0.1114
H: -4.11350 1.66842 2.21163  0.0388
H: -3.74496 1.69644 3.95983  0.0333
H: 4.70509 -2.08136 0.97081  0.1151
H: -1.49136 3.32281 3.61763  0.0397
H: -3.96015 0.14575 3.10140  0.0413
H: -1.73883 3.43814 1.85143  0.0511
H: 3.10940 -3.91404 -0.32274  0.1300
H: 6.52812 -0.87084 -0.18634  0.1001
H: 2.14220 -2.78017 -2.15220  0.1038
H: -1.56484 0.02313 4.78469  0.0355
H: -0.12236 3.04633 2.49130  0.0134
H: 0.07922 0.40609 4.15140  0.0379
H: -0.81075 -0.97422 3.50004  0.0469
H: 6.20657 1.48648 -0.86986  0.0991
H: 1.52059 -5.53185 -0.08252  0.1182


Computed, not measured: a molecular structure, C15H16Br2F3PbS5SbSe5Te, with ωB97M-V/def2-TZVPD.

Values from the calculation:
Orbital gap: 5.6033 eV
Net charge: -2
Energy above the lowest of the compared OMol25 structures with the same formula, charge and spin: 183.7 kJ/mol
Highest occupied orbital energy: -2.3 eV

Last column: Löwdin charge in e.
Geometry (Å):
Pb: -1.41375 -2.37186 -1.05740  0.6444
Te: 1.77815 -1.42296 0.30830  0.8804
Sb: -3.23125 -7.84826 -1.21020  -0.2698
Br: -0.67275 1.18594 -4.52240  0.5587
Br: 0.53025 -1.75006 -4.81300  0.5564
Se: -5.50605 -7.18746 -1.74630  -0.2862
Se: -1.89715 -8.66006 -3.06770  -0.2738
Se: 0.48505 0.60034 -0.34290  0.5440
Se: -2.81935 -8.87126 0.94810  -0.2644
Se: -2.14915 -4.97626 -0.73990  -0.0838
S: -0.06325 -5.43436 -0.94100  -0.1516
S: -0.94025 -2.12756 1.52340  -0.1885
S: 0.84625 -4.87996 0.99750  -0.0854
S: 4.40375 0.65144 0.64970  0.9191
S: -0.66635 -4.11206 2.04630  -0.1245
F: -4.63055 -1.16646 -0.94750  0.0149
F: -3.52985 -0.56286 -2.71610  -0.0548
F: -3.15205 0.40924 -0.82620  -0.0302
C: -0.90595 4.07634 1.46010  -0.0261
C: -3.37845 -0.83926 -1.35460  -0.6481
C: 1.28185 0.73314 2.98050  -0.1032
C: 0.51485 1.87534 2.39070  -0.2753
C: 5.63955 0.87814 -0.52410  -0.4414
C: -0.56855 3.06644 0.57660  -0.3070
C: -0.95845 5.13104 3.72960  -0.0624
C: 5.44215 0.10144 -1.61790  -0.2119
C: 0.14255 1.95084 1.04840  -0.4137
C: 3.58865 -0.49456 -0.35760  -0.9489
C: -1.06215 -0.69846 -4.54960  -1.0879
C: -0.55585 4.02124 2.80150  -0.2825
C: 4.26475 -0.67416 -1.52190  -0.2518
C: 0.15795 2.92104 3.23880  -0.0230
C: -1.00965 3.16014 -0.84850  -0.1047
H: 3.92405 -1.34646 -2.29000  0.0964
H: -1.49685 -0.96406 -3.58890  -0.0857
H: 6.10155 0.08844 -2.46900  0.0932
H: 2.28565 0.67464 2.55430  0.0233
H: -0.56645 4.97244 4.73200  0.0677
H: -2.04495 5.19864 3.79210  0.0768
H: -1.75455 -0.89866 -5.36760  0.0088
H: -1.38995 4.15124 -1.08580  0.0775
H: -0.18445 2.91884 -1.51890  0.0381
H: 6.43105 1.57414 -0.32710  0.0486
H: -1.79985 2.43044 -1.02420  0.0673
H: 0.44205 2.85724 4.28050  0.1073
H: 1.38775 0.86234 4.05380  0.0734
H: -1.47955 4.92224 1.10430  0.1139
H: 0.77215 -0.21366 2.80290  0.0031
H: -0.59245 6.08794 3.35670  0.0734


Computed, not measured: C15H16ClN3O2S in the gas phase, with ωB97M-V/def2-TZVPD.

Values from the calculation:
Orbital gap: 8.8691 eV
Net charge: 0
Highest occupied orbital energy: -8.4 eV

Last column: Löwdin charge in e.
Geometry (Å):
Cl: 4.49443 -1.52285 -2.30926  0.7238
S: 2.89336 -1.74807 2.01897  1.0539
O: -1.74253 -2.84690 3.01342  0.0879
O: -2.74879 2.50185 1.22466  -0.1289
N: 0.24890 -2.13512 2.31854  0.1121
N: 1.06069 -1.14225 0.31258  0.1140
N: -1.69807 -0.13242 1.10323  -0.1598
C: -2.42079 0.33712 2.27564  -0.1557
C: 2.07954 1.09705 -4.06345  -0.0798
C: -2.08075 2.03186 0.07890  -0.1991
C: 1.19145 0.69580 -1.87764  -0.0216
C: 3.12057 0.22560 -3.79754  -0.1082
C: 1.20849 -1.64825 1.47878  -0.5837
C: 3.19825 -0.40651 -2.56712  -0.5860
C: -1.73917 -1.58013 0.96891  -0.1193
C: 2.25472 -0.80349 -0.26131  -0.3497
C: -2.26247 1.85400 2.37621  -0.1916
C: -1.11634 -2.24506 2.17293  -0.4498
C: -2.24134 0.51949 -0.07660  -0.1707
C: 2.23775 -0.17744 -1.58198  -0.1821
C: 1.10980 1.32907 -3.10145  -0.0718
C: 3.34929 -1.05646 0.51154  -0.3881
H: -2.77241 -1.95998 0.88341  0.1375
H: 0.45009 0.86543 -1.11370  0.0864
H: -1.00978 2.27755 0.14874  0.1197
H: -1.16964 -1.84718 0.07583  0.1173
H: -1.69635 0.17323 -0.95641  0.1135
H: -3.49388 0.08530 2.21284  0.1365
H: -3.31257 0.28424 -0.20857  0.1333
H: 0.29225 2.00394 -3.30446  0.1040
H: 0.59691 -2.55867 3.17287  0.1450
H: -2.83784 2.24704 3.21579  0.1265
H: -2.00694 -0.13135 3.16997  0.1238
H: -1.19728 2.09381 2.51607  0.1283
H: 2.02658 1.58805 -5.02297  0.1049
H: 4.37923 -0.85319 0.30617  0.0479
H: 3.87509 0.02756 -4.54279  0.1024
H: -2.52045 2.55735 -0.77076  0.1271


Computed, not measured: C15H16N2O3S2 in the gas phase, with ωB97M-V/def2-TZVPD.

Values from the calculation:
Orbital gap: 8.5709 eV
Net charge: 0
Energy above the lowest of the compared OMol25 structures with the same formula, charge and spin: 76.0 kJ/mol
Highest occupied orbital energy: -8.1 eV

Last column: Löwdin charge in e.
Geometry (Å):
S: -2.17619 0.40842 0.57004  1.1029
S: 2.96221 0.74902 -0.79957  1.1136
O: -3.78852 2.96990 -1.11866  0.0384
O: 0.78756 -3.53847 0.42277  0.0811
O: -2.42511 1.76855 -2.41748  0.1353
N: -0.49051 -1.64879 0.47015  0.0107
N: 0.36554 0.47105 -0.07491  0.0462
C: 5.33266 -0.69719 -1.19429  -0.2668
C: -1.83862 -2.27652 2.40366  -0.1713
C: 3.13989 -1.81114 -0.47993  -0.0507
C: 1.79723 -1.47296 -0.17056  -0.1559
C: 0.72954 -2.33987 0.25052  -0.3622
C: 3.88779 -0.73869 -0.83582  -0.5225
C: -0.59876 -0.31185 0.28739  -0.5377
C: -2.99605 -1.96218 2.95197  -0.0006
C: -1.62307 -2.43761 0.92931  -0.1815
C: -3.87839 3.36108 0.24453  -0.1527
C: -2.47548 3.17585 0.83561  -0.1590
C: -2.69295 2.24085 -1.35468  -0.5318
C: 6.16234 -0.04925 -0.08414  -0.1056
C: 1.55445 -0.11384 -0.30223  -0.5225
C: -1.88513 2.10579 -0.06456  -0.4232
H: -4.23083 4.39303 0.27331  0.1286
H: -3.87420 -1.78433 2.35402  0.0583
H: 5.46447 -0.12852 -2.11779  0.1077
H: -0.96055 -2.45386 3.01018  0.1123
H: -3.11451 -1.87882 4.01820  0.0564
H: -2.51681 -2.15220 0.36817  0.1060
H: -1.36337 -3.48012 0.71079  0.1294
H: -4.61169 2.71439 0.73906  0.1284
H: -0.80865 2.15596 -0.23313  0.1025
H: -1.89448 4.09452 0.74251  0.1242
H: 3.50846 -2.81955 -0.43620  0.1261
H: 7.21330 -0.03344 -0.36071  0.0700
H: 5.67896 -1.71799 -1.36614  0.1141
H: -2.50928 2.88122 1.88184  0.1111
H: 6.05449 -0.60743 0.84290  0.0787
H: 5.83088 0.97251 0.08572  0.0619


| no. | DFT total energy (eV) |
| --- | --- |
| 1 | -15810.126 |
| 2 | -127646.411 |
| 3 | -161557.426 |
| 4 | -564043.063 |
| 5 | -47737.806 |
| 6 | -46608.222 |